Record 1
{"formula": "C33H33B3F5IO3S", "method": "wB97M-V/def2-TZVPD", "species": ["C", "C", "S", "C", "B", "O", "B", "O", "B", "I", "O", "H", "H", "H", "H", "H", "H", "H", "H", "F", "C", "C", "C", "C", "C", "C", "H", "H", "H", "H", "H", "F", "C", "C", "C", "C", "C", "C", "H", "H", "H", "H", "H", "F", "C", "C", "C", "C", "C", "C", "H", "H", "H", "H", "H", "F", "C", "C", "C", "C", "C", "C", "H", "H", "H", "H", "H", "F", "C", "C", "C", "C", "C", "C", "H", "H", "H", "H", "H"], "xyz": [[-3.44, -5.36, -1.56], [-2.76, -5.69, -0.22], [-1.10, -6.43, -0.32], [0.03, -5.01, -0.50], [-0.58, -3.73, 0.15], [-0.43, -3.45, 1.49], [-1.39, -2.71, 2.13], [-2.16, -1.83, 1.38], [-2.10, -1.88, 0.01], [-3.18, -0.48, -1.14], [-1.36, -2.85, -0.60], [-2.76, -5.54, -2.39], [-4.33, -5.97, -1.72], [-3.75, -4.31, -1.60], [-3.33, -6.43, 0.35], [-2.73, -4.81, 0.42], [0.92, -5.29, 0.05], [0.29, -4.85, -1.55], [-1.59, -2.82, 3.30], [2.27, 2.95, 5.10], [1.76, 2.15, 4.14], [2.63, 1.60, 3.22], [2.09, 0.79, 2.22], [0.73, 0.56, 2.16], [-0.12, 1.13, 3.10], [0.40, 1.94, 4.11], [3.69, 1.80, 3.29], [2.74, 0.33, 1.49], [0.32, -0.06, 1.37], [-1.19, 0.95, 3.05], [-0.24, 2.40, 4.85], [3.40, -0.09, -0.98], [3.77, 1.09, -1.54], [4.06, 2.15, -0.71], [4.44, 3.36, -1.29], [4.51, 3.48, -2.68], [4.21, 2.39, -3.48], [3.83, 1.18, -2.92], [3.99, 2.04, 0.36], [4.67, 4.20, -0.66], [4.81, 4.42, -3.12], [4.27, 2.47, -4.56], [3.59, 0.32, -3.52], [1.67, 10.08, 3.30], [1.56, 8.79, 3.69], [2.69, 8.14, 4.14], [2.56, 6.82, 4.54], [1.33, 6.18, 4.49], [0.21, 6.86, 4.02], [0.32, 8.19, 3.62], [3.63, 8.66, 4.18], [3.43, 6.28, 4.91], [1.24, 5.15, 4.80], [-0.75, 6.37, 3.97], [-0.53, 8.75, 3.25], [-7.05, -4.33, -0.10], [-6.69, -4.35, 1.20], [-7.56, -4.93, 2.11], [-7.17, -4.95, 3.44], [-5.95, -4.42, 3.84], [-5.11, -3.84, 2.90], [-5.48, -3.81, 1.56], [-8.50, -5.34, 1.78], [-7.83, -5.40, 4.18], [-5.66, -4.44, 4.88], [-4.17, -3.42, 3.20], [-4.85, -3.36, 0.80], [5.00, 0.75, -7.17], [3.74, 0.29, -7.31], [3.01, 0.69, -8.42], [1.71, 0.23, -8.55], [1.16, -0.61, -7.59], [1.92, -1.00, -6.49], [3.22, -0.54, -6.34], [3.46, 1.35, -9.15], [1.12, 0.53, -9.40], [0.14, -0.97, -7.70], [1.49, -1.65, -5.74], [3.84, -0.83, -5.51]], "lowdin_charge": [-0.127, -0.530, 0.890, -0.335, -0.635, 0.270, -0.360, 0.155, -1.174, 0.965, 0.197, 0.067, 0.071, 0.064, 0.071, 0.045, 0.075, 0.076, 0.120, 0.043, -0.286, -0.012, -0.077, -0.077, -0.068, -0.014, 0.119, 0.090, 0.101, 0.110, 0.118, 0.042, -0.276, -0.014, -0.077, -0.091, -0.072, -0.011, 0.098, 0.106, 0.102, 0.103, 0.095, 0.051, -0.289, -0.018, -0.079, -0.091, -0.081, -0.018, 0.116, 0.105, 0.082, 0.104, 0.116, 0.057, -0.280, -0.014, -0.081, -0.089, -0.068, -0.010, 0.118, 0.105, 0.103, 0.094, 0.107, 0.051, -0.288, -0.016, -0.082, -0.095, -0.079, -0.027, 0.118, 0.105, 0.101, 0.106, 0.108], "e_tot_ha": -2773.079856, "spin_multiplicity": 1, "lumo_ev": 0.223, "smiles": "CCSCB1OBOB(I)O1.Fc1ccccc1.Fc1ccccc1.Fc1ccccc1.Fc1ccccc1.Fc1ccccc1", "homo_energy_ev": -8.824}

Record 2
{"formula": "C33H33MoN4O7SeSi", "method": "wB97M-V/def2-TZVPD", "species": ["Mo", "C", "C", "O", "N", "C", "C", "C", "C", "C", "C", "N", "H", "H", "H", "H", "H", "H", "H", "H", "H", "H", "O", "Se", "O", "O", "O", "C", "C", "C", "C", "C", "C", "Si", "C", "C", "C", "C", "C", "C", "C", "C", "C", "C", "C", "C", "H", "H", "H", "H", "H", "H", "H", "H", "H", "H", "H", "H", "H", "H", "H", "O", "C", "N", "C", "O", "C", "C", "C", "C", "N", "C", "H", "H", "H", "H", "H", "H", "H", "H"], "xyz": [[-0.65, -1.40, -0.23], [-0.76, -5.36, 0.69], [-0.96, -4.45, -0.45], [-1.30, -3.23, -0.24], [-0.75, -4.80, -1.70], [-0.82, -3.84, -2.81], [0.43, -3.00, -2.89], [1.22, -3.10, -4.02], [2.41, -2.38, -4.09], [2.78, -1.62, -3.00], [1.94, -1.58, -1.90], [0.76, -2.21, -1.85], [-1.45, -5.09, 1.49], [0.24, -5.13, 1.07], [-0.84, -6.40, 0.41], [-0.49, -5.76, -1.89], [-1.73, -3.25, -2.70], [-0.92, -4.42, -3.72], [0.92, -3.75, -4.83], [3.03, -2.43, -4.97], [3.71, -1.06, -2.97], [2.21, -1.02, -1.02], [1.42, -0.75, 2.35], [0.79, -2.11, 1.68], [1.87, -3.09, 0.95], [0.05, 0.21, -0.48], [-0.25, -2.88, 2.66], [-3.11, 4.45, 0.03], [-2.83, 4.05, -1.26], [-1.70, 3.29, -1.52], [-0.84, 2.92, -0.48], [-1.14, 3.34, 0.83], [-2.27, 4.10, 1.08], [0.62, 1.84, -0.77], [1.13, 1.67, -2.54], [2.32, 2.25, -2.99], [2.74, 2.08, -4.30], [1.99, 1.33, -5.19], [0.80, 0.74, -4.76], [0.38, 0.92, -3.45], [2.03, 2.23, 0.34], [2.83, 1.29, 0.99], [3.91, 1.69, 1.76], [4.20, 3.04, 1.90], [3.42, 3.99, 1.27], [2.33, 3.59, 0.50], [-3.99, 5.05, 0.23], [-3.48, 4.34, -2.08], [-1.47, 3.00, -2.54], [-0.48, 3.08, 1.65], [-2.50, 4.42, 2.09], [2.93, 2.82, -2.31], [3.67, 2.54, -4.63], [2.32, 1.20, -6.21], [0.20, 0.17, -5.45], [-0.56, 0.46, -3.14], [2.60, 0.24, 0.95], [4.51, 0.95, 2.28], [5.04, 3.35, 2.51], [3.64, 5.05, 1.38], [1.71, 4.35, 0.03], [0.54, -0.59, 5.40], [-0.82, -0.87, 5.47], [-1.63, 0.34, 5.51], [-2.50, 0.86, 4.62], [-3.13, 1.88, 4.83], [-2.79, 0.12, 3.34], [-4.12, -0.12, 3.02], [-4.44, -0.71, 1.81], [-3.42, -1.01, 0.94], [-2.13, -0.76, 1.22], [-1.82, -0.21, 2.41], [0.85, -0.68, 4.48], [-1.00, -1.40, 6.41], [-1.17, -1.51, 4.65], [-1.50, 0.94, 6.32], [-4.89, 0.17, 3.73], [-5.46, -0.93, 1.54], [-3.62, -1.45, -0.03], [-0.77, -0.03, 2.60]], "lowdin_charge": [1.515, 0.048, -0.406, -0.230, 0.146, -0.071, -0.240, -0.001, -0.019, -0.011, -0.107, 0.001, 0.106, 0.103, 0.103, 0.176, 0.132, 0.133, 0.121, 0.125, 0.128, 0.102, -0.510, 0.778, -0.511, -0.464, -0.499, -0.069, -0.075, -0.084, -0.242, -0.086, -0.064, 0.625, -0.236, -0.068, -0.067, -0.077, -0.089, -0.122, -0.244, -0.090, -0.057, -0.067, -0.072, -0.101, 0.109, 0.107, 0.097, 0.110, 0.111, 0.105, 0.110, 0.108, 0.107, 0.097, 0.060, 0.114, 0.109, 0.108, 0.109, -0.018, -0.251, 0.124, -0.455, 0.073, -0.082, 0.043, -0.015, -0.113, -0.095, -0.059, 0.054, 0.132, 0.109, 0.158, 0.139, 0.119, 0.109, 0.101], "e_tot_ha": -4781.986114, "spin_multiplicity": 1, "charge": 1, "lumo_ev": [-4.021, -3.959], "homo_energy_ev": [-11.305, -11.305], "relative_energy_kcal_mol": 7.5}

Record 3
{"formula": "C33H33N15O4PPbS3", "method": "wB97M-V/def2-TZVPD", "species": ["Pb", "O", "C", "N", "C", "C", "C", "C", "C", "C", "N", "C", "O", "C", "C", "C", "C", "C", "N", "C", "C", "C", "C", "C", "N", "H", "H", "H", "H", "H", "H", "H", "H", "H", "H", "H", "H", "N", "C", "N", "N", "N", "N", "C", "N", "N", "N", "N", "H", "N", "C", "N", "C", "C", "C", "C", "C", "C", "S", "H", "H", "H", "H", "H", "H", "C", "C", "C", "O", "P", "S", "S", "O", "C", "C", "C", "H", "H", "H", "H", "H", "H", "H", "H", "H", "H", "H", "H", "H", "H"], "xyz": [[0.04, 1.27, -0.65], [-3.12, 2.03, -3.94], [-2.13, 1.72, -3.30], [-1.62, 2.42, -2.23], [-2.23, 3.36, -1.56], [-3.64, 3.50, -1.38], [-4.12, 4.43, -0.53], [-3.25, 5.33, 0.18], [-1.91, 5.27, 0.02], [-1.33, 4.29, -0.85], [-0.06, 4.08, -0.99], [0.99, 4.89, -0.68], [1.01, 6.09, -0.85], [2.24, 4.16, -0.23], [3.28, 4.91, 0.29], [4.44, 4.25, 0.69], [4.51, 2.88, 0.54], [3.42, 2.21, 0.00], [2.31, 2.83, -0.37], [-1.22, 0.62, -3.76], [-1.55, -0.08, -4.91], [-0.65, -1.01, -5.41], [0.56, -1.19, -4.75], [0.80, -0.45, -3.61], [-0.07, 0.43, -3.12], [-4.29, 2.82, -1.91], [-5.19, 4.51, -0.37], [-3.68, 6.04, 0.87], [-1.25, 5.93, 0.56], [3.17, 5.98, 0.36], [5.26, 4.80, 1.13], [5.39, 2.32, 0.85], [3.43, 1.13, -0.13], [-2.50, 0.12, -5.39], [-0.88, -1.58, -6.30], [1.30, -1.89, -5.10], [1.73, -0.56, -3.07], [-3.31, 0.94, 1.17], [-2.52, 1.97, 1.60], [-2.87, 2.78, 2.60], [-1.85, 3.62, 2.72], [-0.94, 3.36, 1.85], [-1.32, 2.29, 1.11], [-3.09, 0.08, 0.12], [-4.01, -0.78, -0.28], [-3.44, -1.45, -1.29], [-2.24, -1.03, -1.49], [-1.97, -0.03, -0.61], [-4.21, 0.86, 1.62], [1.74, 2.57, 2.97], [1.21, 1.34, 3.21], [0.58, 0.60, 2.36], [0.10, -0.56, 2.95], [-0.71, -1.51, 2.32], [-1.15, -2.60, 3.05], [-0.82, -2.75, 4.39], [-0.03, -1.81, 5.04], [0.42, -0.72, 4.30], [1.36, 0.63, 4.85], [1.15, 3.12, 2.36], [2.03, 3.07, 3.80], [-0.97, -1.35, 1.29], [-1.78, -3.34, 2.57], [-1.19, -3.60, 4.95], [0.20, -1.89, 6.09], [2.07, -3.62, 2.24], [3.10, -4.29, 1.35], [2.77, -5.75, 1.09], [3.30, -3.62, 0.09], [2.28, -2.83, -0.85], [3.13, -2.80, -2.63], [1.89, -1.02, -0.01], [0.99, -3.78, -0.76], [-0.16, -3.61, -1.62], [0.00, -4.48, -2.86], [-1.38, -4.02, -0.81], [2.02, -4.11, 3.21], [1.09, -3.67, 1.77], [2.32, -2.57, 2.40], [4.09, -4.22, 1.83], [1.81, -5.81, 0.57], [2.71, -6.30, 2.03], [3.54, -6.19, 0.46], [-0.25, -2.56, -1.90], [0.10, -5.52, -2.56], [0.89, -4.19, -3.42], [-0.87, -4.37, -3.50], [-1.29, -5.07, -0.51], [-2.28, -3.89, -1.41], [-1.47, -3.40, 0.08]], "lowdin_charge": [1.289, 0.098, -0.409, 0.085, -0.196, 0.005, -0.027, -0.045, -0.017, -0.210, 0.147, -0.416, 0.090, -0.209, -0.006, -0.059, -0.045, -0.143, 0.019, -0.232, 0.003, -0.043, -0.049, -0.158, 0.008, 0.119, 0.113, 0.112, 0.118, 0.114, 0.105, 0.107, 0.039, 0.116, 0.106, 0.096, 0.036, 0.150, -0.470, 0.039, -0.073, -0.096, -0.106, -0.478, 0.032, -0.073, -0.057, -0.103, 0.139, 0.099, -0.663, 0.049, -0.334, -0.046, -0.091, -0.104, -0.107, -0.489, 1.040, 0.057, 0.084, 0.073, 0.102, 0.097, 0.100, -0.080, -0.441, -0.050, -0.333, -0.120, 0.224, 0.236, -0.326, -0.475, -0.065, -0.055, 0.086, 0.062, 0.057, 0.136, 0.073, 0.077, 0.080, 0.095, 0.081, 0.017, 0.081, 0.083, 0.067, 0.055], "e_tot_ha": -4128.621430, "spin_multiplicity": 1, "charge": -1, "lumo_ev": -0.639, "homo_energy_ev": -4.966, "relative_energy_kcal_mol": 10.5}